# 1
ORCA calculation (ωB97M-V/def2-TZVPD) on an isolated molecule of C5H5NO at a distorted geometry.

Properties
E: -323.41910 Ha
HOMO-LUMO gap: 10.75 eV
energy above the lowest of the compared OMol25 structures with the same formula, charge and spin: 2.737 eV
maximum force: 1.815 eV Å⁻¹

ORCA input file:
```
! RIJCOSX wB97M-V def2-TZVPD def2/J DEFGRID3
* xyz 0 1
O 2.72280 -0.37517 0.54354
N -0.68216 1.57225 0.48077
C -0.55488 0.58498 -0.53950
C 1.52704 -0.26836 0.65531
C -0.81720 -0.84422 -0.21213
C -1.64534 1.99980 1.02156
C 0.59260 -0.36509 -0.49837
H 1.05442 -0.59070 -1.45031
H -1.06421 -1.10392 0.81618
H -1.30899 -1.45426 -0.96283
H 1.05055 -0.09669 1.64652
H -0.89207 0.96476 -1.49725
*
```

And the natural (NBO) charges, in e, turn out to be: number 1, O, carries -0.5043; number 2, N, carries -0.5658; number 3, C, carries -0.0607; number 4, C, carries 0.4378; number 5, C, carries -0.4026; number 6, C, carries 0.3688; number 7, C, carries -0.3453; number 8, H, carries 0.2444; number 9, H, carries 0.2336; number 10, H, carries 0.2375; number 11, H, carries 0.1178; number 12, H, carries 0.2390

=====

# 2
ORCA calculation (ωB97M-V/def2-TZVPD) on a structure of composition C18H25N5O2S2SbSe4Ti.

Properties
E: -12617.14386 Ha
HOMO-LUMO gap: 6.21 eV
energy above the lowest of the compared OMol25 structures with the same formula, charge and spin: 0.000 eV
maximum force: 0.325 eV Å⁻¹

ORCA input file:
```
! RIJCOSX wB97M-V def2-TZVPD def2/J DEFGRID3
* xyz -1 1
Sb -0.01432 -1.61997 -3.82811
Se 1.52451 -4.22369 0.05018
Se 1.67007 -2.35546 -5.35443
Se -2.31006 -2.38765 -3.97565
Se 0.19190 0.81745 -3.24536
Ti 1.56576 -0.17693 -1.37075
S 1.94029 -2.90305 -1.64603
S 2.42071 0.44525 0.90102
O 2.82726 -1.73124 -1.07890
O 3.14417 1.01845 -1.90028
N -1.64669 -3.15384 -0.72424
N 3.93938 1.59293 -1.02296
N -0.65138 -1.63390 1.40821
N -2.37691 -0.48332 -0.76710
N 0.61938 -1.97714 -1.90907
C 5.87555 2.91601 -0.69855
C 0.97874 0.98006 0.06171
C 0.31049 2.20187 0.51179
C -2.95293 -0.79086 1.60611
C -1.06484 4.53404 1.34122
C 5.71738 2.81073 0.68027
C -1.94189 -1.86340 2.02546
C -2.83576 -3.34125 0.14713
C -0.00148 4.03814 2.08383
C 4.64764 2.09358 1.16924
C -3.88696 -2.28907 -0.19843
C -1.43017 3.86748 0.17798
C -0.75767 2.72852 -0.23188
C -3.43619 -0.86780 0.15152
C 3.75143 1.46803 0.30897
C 0.67356 2.89789 1.67735
C 4.97096 2.30288 -1.52553
C -2.43453 -3.25525 1.61760
H -2.52345 0.20102 1.78746
H -1.59340 5.42370 1.65933
H 4.47423 1.98567 2.23130
H -4.32170 -0.21777 0.07204
H 6.69288 3.46956 -1.13655
H -0.30056 -0.68820 1.47803
H -2.24656 4.24328 -0.42797
H -1.89186 -1.84557 3.12670
H -1.66411 -3.99769 1.84405
H -3.82710 -0.87772 2.25942
H -2.67525 -0.43896 -1.73595
H -1.91695 0.37843 -0.50761
H -4.80333 -2.53024 0.34835
H -1.25282 -2.20914 -0.56560
H -1.03396 2.24738 -1.16217
H 0.30708 4.54177 2.99304
H -3.23271 -4.33627 -0.06301
H 1.49245 2.52497 2.27961
H -4.11264 -2.33597 -1.26756
H -1.89308 -3.18346 -1.73019
H -0.86912 -3.80101 -0.51545
H 0.06408 -2.31781 1.62605
H 4.99943 2.32979 -2.60365
H -3.31759 -3.50856 2.21355
H 6.41867 3.28330 1.35443
*
```

And the natural (NBO) charges, in e, turn out to be: number 1, Sb, carries 1.3990; number 2, Se, carries -0.6594; number 3, Se, carries -0.7101; number 4, Se, carries -0.8103; number 5, Se, carries -0.5478; number 6, Ti, carries 1.2735; number 7, S, carries 1.2108; number 8, S, carries 0.3777; number 9, O, carries -0.9818; number 10, O, carries -0.5280; number 11, N, carries -0.9022; number 12, N, carries 0.0550; number 13, N, carries -0.8730; number 14, N, carries -0.8606; number 15, N, carries -1.3975; number 16, C, carries -0.2424; number 17, C, carries -0.7261; number 18, C, carries -0.0865; number 19, C, carries -0.4116; number 20, C, carries -0.2599; number 21, C, carries -0.1760; number 22, C, carries -0.0381; number 23, C, carries -0.0394; number 24, C, carries -0.2268; number 25, C, carries -0.2141; number 26, C, carries -0.4158; number 27, C, carries -0.2024; number 28, C, carries -0.2325; number 29, C, carries -0.0416; number 30, C, carries 0.0188; number 31, C, carries -0.1926; number 32, C, carries 0.0365; number 33, C, carries -0.4177; number 34, H, carries 0.2158; number 35, H, carries 0.2014; number 36, H, carries 0.2363; number 37, H, carries 0.1671; number 38, H, carries 0.2303; number 39, H, carries 0.3876; number 40, H, carries 0.2056; number 41, H, carries 0.1625; number 42, H, carries 0.2229; number 43, H, carries 0.2021; number 44, H, carries 0.3975; number 45, H, carries 0.3825; number 46, H, carries 0.2056; number 47, H, carries 0.5564; number 48, H, carries 0.2335; number 49, H, carries 0.1989; number 50, H, carries 0.2041; number 51, H, carries 0.1926; number 52, H, carries 0.2336; number 53, H, carries 0.4601; number 54, H, carries 0.4533; number 55, H, carries 0.3977; number 56, H, carries 0.2461; number 57, H, carries 0.2068; number 58, H, carries 0.2225

=====

Q: Which formula does entry 1 have?
A: C5H5NO